Entry 1:
Entry from the OMol25 dataset: 5 unconnected molecules or ions with the total composition C32H70ClFN3O12P2S (wB97M-V/def2-TZVPD).

Properties
* orbital gap: 7.5 eV
* total charge: +1

Positions of all 122 atoms, in Å:
C (-7.202442, -4.317585, 0.342844)
C (-5.950789, -3.433672, 0.032214)
C (-5.793454, -3.175916, -1.505799)
C (-4.763858, -2.027521, -1.763127)
C (-3.375442, -2.368457, -1.113343)
C (-3.114880, -1.644166, 0.251605)
C (-1.890833, -0.626839, 0.157184)
C (-0.758678, -0.994934, 1.185328)
C (0.186925, 0.163939, 1.586176)
C (1.473398, 0.610586, 0.834042)
C (1.536521, 2.163597, 1.246116)
C (1.515637, 2.360433, 2.787616)
O (0.554947, 2.599451, 3.367507)
Cl (3.029132, 2.269842, 3.754863)
O (2.592883, 0.023410, 1.521877)
C (3.872771, 0.424875, 1.052900)
O (4.749628, -0.579626, 1.450110)
C (5.156006, -0.409774, 2.819892)
C (5.918980, -1.666607, 3.317616)
C (4.060218, 0.444790, -0.527397)
P (5.801422, 1.060568, -0.780955)
N (6.694117, -0.138671, -1.252330)
O (6.476033, 1.581293, 0.621224)
O (6.076952, 2.269014, -1.818482)
N (2.895247, 0.957134, -1.323762)
C (3.046409, 0.433920, -2.762294)
C (3.931452, 1.173478, -3.780647)
C (3.556608, 0.536195, -5.196096)
C (2.400398, 1.457977, -5.752489)
C (4.729605, 0.644125, -6.203050)
C (2.795023, 2.414145, -1.535041)
O (3.501948, 3.180861, -1.033065)
N (1.835911, 2.997232, -2.496398)
C (0.922772, 3.891832, -1.850840)
O (1.141902, 4.951573, -1.463417)
F (-0.340835, 3.429649, -1.749425)
C (1.638760, 0.332469, -0.678240)
O (0.451442, 0.887959, -1.240466)
P (1.417567, -1.540333, -1.136301)
S (2.306472, -2.807691, 0.016061)
H (-6.932751, -5.374726, 0.508318)
H (-7.885269, -4.264468, -0.522016)
H (-7.689089, -3.921012, 1.251279)
H (-5.990646, -2.444805, 0.528826)
H (-5.038183, -3.931917, 0.418303)
H (-6.776971, -2.877207, -1.918939)
H (-5.508031, -4.119555, -2.010476)
H (-4.676525, -1.909363, -2.860722)
H (-5.164828, -1.089694, -1.336729)
H (-3.373874, -3.467191, -0.953272)
H (-2.599438, -2.162482, -1.878036)
H (-2.948129, -2.339437, 1.093017)
H (-4.013688, -1.035830, 0.449530)
H (-1.555405, -0.640348, -0.893444)
H (-2.250141, 0.381022, 0.425568)
H (-1.342839, -1.231518, 2.101749)
H (-0.280070, -1.967261, 0.949669)
H (-0.508436, 1.007225, 1.767344)
H (0.524010, -0.113972, 2.608278)
H (2.472946, 2.677259, 0.971777)
H (0.678612, 2.699386, 0.798429)
H (4.138981, 1.388511, 1.528240)
H (4.278709, -0.287666, 3.476595)
H (5.852989, 0.447628, 2.892098)
H (5.348403, -2.577171, 3.059984)
H (5.921951, -1.607846, 4.424049)
H (6.959356, -1.695649, 2.958063)
H (4.116206, -0.648874, -0.718685)
H (6.139822, -0.983188, -1.383447)
H (6.907484, 2.439878, 0.456937)
H (6.617149, 1.985933, -2.573865)
H (2.038597, 0.333484, -3.209194)
H (3.463824, -0.589489, -2.780824)
H (4.977213, 0.839658, -3.648353)
H (3.824490, 2.250890, -3.950786)
H (3.144509, -0.483341, -5.085952)
H (2.798318, 2.493219, -5.796602)
H (2.086527, 1.173477, -6.767185)
H (1.582342, 1.465654, -5.008353)
H (5.379081, -0.251493, -6.225988)
H (4.272231, 0.682205, -7.213589)
H (5.311680, 1.578229, -6.110040)
H (2.422179, 3.596094, -3.080723)
H (0.173343, 0.377145, -2.018451)
H (0.024997, -1.848917, -1.131616)
H (1.778447, -1.826549, -2.471804)
C (-4.165784, -1.349872, -7.237901)
C (-4.395735, -2.354020, -6.123925)
O (-5.096394, -1.751782, -5.038337)
H (-3.595728, -0.494799, -6.869478)
H (-3.622292, -1.804087, -8.068433)
H (-5.116766, -0.963672, -7.612301)
H (-3.444408, -2.721654, -5.738347)
H (-4.974420, -3.208801, -6.487017)
H (-5.942544, -1.436100, -5.376148)
C (-0.184471, 3.374470, 7.437082)
C (0.462005, 2.143868, 8.044172)
O (0.608412, 1.117491, 7.064318)
H (-1.163502, 3.126587, 7.023432)
H (-0.306701, 4.160845, 8.183935)
H (0.421907, 3.763655, 6.614827)
H (-0.155213, 1.745848, 8.849098)
H (1.448248, 2.386286, 8.452314)
H (1.162209, 1.467222, 6.357353)
C (-0.956872, -2.471659, 7.799967)
C (-0.391951, -2.195743, 6.420545)
O (-1.429378, -1.786562, 5.529064)
H (-1.720606, -3.249789, 7.751121)
H (-0.171982, -2.791340, 8.487769)
H (-1.435464, -1.577035, 8.206365)
H (0.066125, -3.095596, 6.008767)
H (0.366922, -1.409208, 6.461262)
H (-1.823450, -0.985866, 5.894157)
C (-5.731139, 3.157111, -0.545658)
C (-4.917649, 2.170554, 0.269206)
O (-4.326119, 1.184053, -0.576938)
H (-6.515002, 2.638752, -1.099883)
H (-6.192472, 3.908773, 0.096866)
H (-5.100252, 3.664525, -1.280386)
H (-5.553552, 1.651320, 0.985924)
H (-4.123617, 2.685949, 0.820673)
H (-3.758327, 1.645795, -1.204633)

Cartesian forces (eV/Å) of the 6 atoms listed first:
0.54 0.57 0.06
-0.05 -0.34 -0.69
0.17 0.53 0.80
-0.13 -0.90 -0.14
-0.63 -0.40 0.00
0.61 0.85 -0.87

=====

Entry 2:
Entry from the OMol25 dataset: a molecular structure, C32H70F12K2N2O22S4 (wB97M-V/def2-TZVPD).

Properties
* orbital gap (alpha / beta): 8.8 / 2.2 eV
* total charge: +1
* 2S+1: 2

Positions of all 144 atoms, in Å:
K (2.016814, 0.055133, -3.356843)
K (-2.024376, -1.429947, -1.959373)
C (0.091274, -3.616527, -4.228183)
F (0.864104, -3.705007, -3.160153)
F (0.273994, -4.702807, -4.921083)
F (-1.175386, -3.628687, -3.803273)
S (0.383684, -2.049527, -5.351953)
O (1.836444, -1.892687, -5.394683)
O (-0.294186, -2.423337, -6.606553)
N (-0.342876, -0.774027, -4.380323)
S (-1.278816, -0.026927, -5.415963)
O (-0.603796, 0.289713, -6.703113)
O (-2.534896, -0.739097, -5.566323)
C (-1.654706, 1.624173, -4.471203)
F (-2.259016, 1.455023, -3.353043)
F (-0.452796, 2.262893, -4.334083)
F (-2.392726, 2.397113, -5.298993)
C (2.333224, -2.068527, -0.491763)
F (2.994214, -3.168757, -0.030923)
F (3.139374, -1.101227, -0.141473)
F (2.235604, -2.017167, -1.787393)
S (0.646894, -1.917767, 0.374757)
O (-0.095926, -3.117257, 0.056937)
O (1.001134, -1.909937, 1.773117)
N (-0.062906, -0.525327, -0.339383)
S (0.448004, 0.633053, 0.654877)
O (-0.026096, 0.535993, 2.020547)
O (1.895364, 0.884943, 0.548877)
C (-0.279006, 2.268553, -0.260133)
F (-1.562586, 2.074943, -0.427103)
F (-0.208956, 3.342263, 0.554717)
F (0.439584, 2.491683, -1.366073)
C (-1.595846, -10.138267, 4.886987)
O (-1.268056, -8.786167, 5.056357)
C (-1.864196, -7.902257, 4.069317)
C (-1.347426, -6.446827, 4.178807)
O (-1.945876, -5.663907, 3.229737)
C (-1.499316, -4.298457, 3.234977)
H (-1.235326, -10.484397, 3.918307)
H (-2.675056, -10.241577, 4.999737)
H (-1.001826, -10.669687, 5.630507)
H (-2.935346, -7.815137, 4.251397)
H (-1.613456, -8.322067, 3.095157)
H (-0.268036, -6.318947, 4.260477)
H (-1.726166, -6.088667, 5.136087)
H (-1.730756, -3.802497, 4.177607)
H (-2.039746, -3.766247, 2.452177)
H (-0.467686, -4.109257, 2.938237)
C (-1.750466, 8.860763, 3.379927)
O (-0.811966, 7.768723, 3.633287)
C (-1.266976, 6.497573, 3.144057)
C (-0.244716, 5.319073, 3.261207)
O (0.084754, 4.971503, 4.640477)
C (0.610134, 3.649243, 4.705707)
H (-2.086196, 8.920193, 2.344617)
H (-1.169936, 9.773703, 3.512737)
H (-2.590416, 8.810273, 4.072767)
H (-1.584536, 6.541803, 2.102277)
H (-2.076966, 6.137533, 3.778407)
H (0.625704, 5.562023, 2.651727)
H (-0.666886, 4.437313, 2.779157)
H (-0.063776, 2.906173, 4.279327)
H (0.778714, 3.327233, 5.733327)
H (1.557504, 3.633313, 4.166887)
C (-3.251616, -0.667047, 1.390067)
O (-3.920606, -0.840407, 0.172917)
C (-4.851466, -1.951827, 0.205657)
C (-5.620786, -2.031657, -1.120543)
O (-4.782726, -2.050487, -2.211533)
C (-5.468716, -2.165967, -3.466693)
H (-2.693316, -1.581897, 1.588657)
H (-3.841106, -0.562487, 2.300927)
H (-2.506946, 0.128043, 1.352677)
H (-5.519736, -1.727707, 1.037087)
H (-4.263526, -2.838417, 0.443107)
H (-6.329576, -1.205007, -1.169263)
H (-6.154346, -2.981107, -1.076323)
H (-5.635196, -3.235007, -3.599113)
H (-4.770456, -1.870377, -4.249743)
H (-6.415646, -1.626647, -3.443133)
C (-5.489566, 2.287153, -2.149463)
O (-5.402166, 3.639103, -1.631733)
C (-4.560916, 3.716553, -0.429113)
C (-4.560746, 5.213493, 0.083657)
O (-5.973676, 5.607553, 0.342377)
C (-6.326836, 5.549343, 1.708407)
H (-6.050616, 1.665853, -1.451393)
H (-4.544706, 1.776463, -2.335303)
H (-5.857406, 2.318863, -3.175033)
H (-3.599206, 3.377613, -0.814263)
H (-4.852596, 3.113303, 0.430607)
H (-4.220776, 5.873883, -0.714093)
H (-3.899476, 5.332833, 0.941897)
H (-6.963066, 6.406573, 1.928557)
H (-5.541626, 5.682973, 2.452507)
H (-6.800796, 4.595833, 1.941387)
C (4.812574, -0.046737, -5.708933)
O (4.767994, -1.039237, -4.656873)
C (5.240404, -2.363127, -4.981193)
C (5.451064, -3.176307, -3.693303)
O (5.434924, -4.597627, -3.826783)
C (4.241464, -5.277707, -4.159493)
H (4.681974, -0.591597, -6.643893)
H (5.780084, 0.414733, -5.906583)
H (4.205924, 0.825173, -5.464283)
H (6.164024, -2.394757, -5.559153)
H (4.524524, -2.945777, -5.560963)
H (4.593054, -2.941427, -3.063423)
H (6.330874, -2.774597, -3.190643)
H (4.322154, -6.239447, -3.652893)
H (4.212344, -5.395927, -5.242673)
H (3.349374, -4.707417, -3.900553)
C (4.752064, 2.298483, -1.770463)
O (3.603794, 2.215623, -2.668223)
C (3.504484, 3.305103, -3.631713)
C (3.176454, 4.746383, -2.968853)
O (1.829044, 4.935513, -2.682773)
C (1.575474, 5.731363, -1.510703)
H (5.704314, 2.287363, -2.300743)
H (4.651334, 1.426183, -1.124673)
H (4.856774, 3.168383, -1.122083)
H (2.617064, 3.097633, -4.229653)
H (4.437934, 3.399343, -4.186603)
H (3.466094, 5.484373, -3.716913)
H (3.794094, 4.796593, -2.072133)
H (0.721444, 5.350703, -0.950503)
H (1.501434, 6.762043, -1.857583)
H (2.405054, 5.645673, -0.808873)
C (4.592574, -1.481747, 2.525557)
O (3.981994, -0.424597, 3.236127)
C (3.144484, -0.776917, 4.316477)
C (3.941564, -1.139317, 5.521557)
O (3.213984, -1.864717, 6.498527)
C (3.718874, -1.902627, 7.786307)
H (3.893394, -2.183587, 2.070947)
H (5.182164, -2.171607, 3.129357)
H (5.090244, -1.041187, 1.661657)
H (2.400064, -1.545767, 4.109587)
H (2.581964, 0.137153, 4.506607)
H (4.449634, -0.285917, 5.970637)
H (4.719604, -1.824117, 5.184227)
H (3.879884, -0.908417, 8.203107)
H (4.718214, -2.334287, 7.841827)
H (2.971154, -2.363747, 8.431597)

Cartesian forces (eV/Å) of the 6 atoms listed first:
0.54 0.43 -0.14
-0.54 -0.18 -0.18
-0.55 0.56 -0.24
0.51 0.66 0.39
0.33 -0.39 -1.01
-0.48 0.47 0.14

=====

Entry 3:
Entry from the OMol25 dataset: a molecular structure, C32H74FN3O8Zr (wB97M-V/def2-TZVPD).

Properties
* orbital gap: 6.8 eV
* total charge: 0
* ΔE to the lowest compared entry with this formula, charge and spin: 36.4 kcal/mol

Positions of all 119 atoms, in Å:
Zr (-22.793420, -17.462070, 13.248440)
C (-21.676340, -13.847330, 12.332310)
C (-22.713690, -13.105310, 13.193330)
C (-23.187650, -11.938310, 12.201490)
C (-24.437210, -11.230040, 12.906140)
C (-25.534770, -12.293850, 13.228330)
C (-25.162530, -13.486970, 14.086820)
N (-23.940470, -14.015700, 13.468600)
O (-23.624360, -15.417250, 13.780680)
C (-26.431540, -14.412080, 14.062040)
C (-25.003010, -13.065370, 15.615390)
C (-21.951680, -12.633050, 14.472440)
H (-21.339330, -14.760010, 12.823770)
H (-20.813740, -13.207550, 12.146070)
H (-22.118980, -14.267050, 11.428970)
H (-23.535080, -12.352820, 11.255140)
H (-22.458250, -11.182390, 11.910560)
H (-24.760070, -10.420230, 12.251870)
H (-24.069730, -10.810520, 13.842660)
H (-25.986270, -12.757950, 12.351490)
H (-26.423760, -11.891070, 13.713680)
H (-27.340680, -13.936060, 14.429420)
H (-26.208100, -15.298080, 14.656330)
H (-26.716540, -14.812620, 13.089190)
H (-24.267720, -12.302730, 15.871960)
H (-24.799820, -13.878760, 16.311970)
H (-25.960440, -12.582530, 15.811050)
H (-20.902330, -12.509460, 14.204660)
H (-22.043860, -13.376550, 15.264140)
H (-22.306030, -11.671300, 14.843360)
C (-23.532150, -19.513970, 10.025240)
C (-24.084600, -18.388870, 9.209240)
C (-25.413130, -19.049100, 8.650780)
C (-26.481020, -18.005350, 8.217690)
C (-26.649530, -16.888940, 9.271830)
C (-25.374270, -16.137620, 9.650390)
N (-24.422610, -17.261410, 10.144110)
O (-23.327390, -16.799930, 11.064680)
C (-25.788600, -15.244890, 10.820460)
C (-24.848220, -15.323510, 8.484160)
C (-23.076240, -18.025640, 8.095420)
H (-24.232730, -19.847930, 10.790590)
H (-22.593490, -19.233790, 10.503260)
H (-23.337810, -20.456550, 9.513490)
H (-25.698530, -20.016770, 9.063410)
H (-25.192300, -19.274080, 7.607360)
H (-27.402450, -18.498380, 7.907880)
H (-26.138300, -17.534720, 7.296190)
H (-27.167600, -17.241820, 10.163550)
H (-27.307310, -16.135510, 8.838530)
H (-26.221220, -15.951940, 11.528280)
H (-26.562680, -14.542450, 10.511450)
H (-24.857690, -14.806050, 11.179530)
H (-23.984630, -14.682670, 8.662000)
H (-25.680290, -14.679160, 8.200300)
H (-24.636320, -15.835850, 7.545700)
H (-22.101000, -18.349620, 8.458780)
H (-22.942960, -16.967250, 7.871500)
H (-23.286760, -18.480890, 7.127680)
C (-22.071880, -15.595240, 17.296840)
C (-20.616500, -15.860240, 16.840640)
C (-19.870690, -16.002140, 18.188180)
C (-18.446550, -16.699430, 18.043870)
C (-18.644660, -17.965550, 17.274520)
C (-19.178060, -17.835370, 15.864720)
N (-20.517790, -17.079080, 16.039810)
O (-21.143460, -16.975780, 14.789240)
C (-19.407820, -19.276090, 15.300000)
C (-18.068970, -17.144820, 14.893950)
C (-19.897290, -14.622270, 16.157810)
H (-22.795990, -15.516930, 16.485900)
H (-22.215280, -14.687120, 17.882370)
H (-22.475550, -16.483670, 17.782480)
H (-20.531280, -16.255100, 19.017470)
H (-19.530700, -15.031600, 18.549520)
H (-17.956080, -16.960090, 18.981730)
H (-17.745920, -16.054740, 17.513220)
H (-19.243340, -18.627940, 17.899750)
H (-17.716590, -18.536430, 17.245180)
H (-20.348270, -19.669380, 15.685980)
H (-18.637400, -19.959320, 15.657430)
H (-19.384190, -19.381750, 14.215390)
H (-17.261180, -17.866740, 14.774000)
H (-17.654540, -16.146630, 15.035220)
H (-18.523620, -17.038110, 13.909060)
H (-20.257450, -13.603320, 16.299680)
H (-19.840830, -14.724670, 15.074100)
H (-18.873740, -14.543690, 16.524250)
F (-22.586130, -19.582310, 13.011040)
C (-20.274340, -15.140240, 9.240520)
O (-19.893310, -15.401090, 10.569640)
H (-19.594700, -15.690760, 8.590050)
H (-21.361690, -15.183230, 9.177930)
H (-20.066470, -14.106670, 8.963700)
H (-18.969930, -15.146750, 10.635050)
C (-20.004420, -18.536550, 11.675640)
O (-20.811420, -17.418860, 12.053990)
H (-19.986470, -19.439880, 12.285370)
H (-20.350960, -18.865060, 10.695800)
H (-18.968090, -18.289450, 11.445300)
H (-20.510990, -16.723080, 11.464720)
C (-25.748160, -18.957860, 13.384390)
O (-25.068210, -17.763000, 13.082500)
H (-26.765180, -18.801110, 13.743850)
H (-25.829440, -19.675370, 12.567890)
H (-25.153800, -19.444930, 14.157440)
H (-25.616370, -17.227890, 12.503910)
C (-23.152560, -18.930080, 16.168490)
O (-23.680660, -17.876420, 15.409300)
H (-22.535730, -19.724490, 15.748330)
H (-22.810830, -18.644640, 17.163400)
H (-24.075420, -19.442470, 16.440300)
H (-24.413950, -17.545670, 15.933210)
C (-23.340180, -22.732720, 11.602520)
O (-22.086200, -22.080010, 11.694850)
H (-23.462400, -23.649000, 12.180110)
H (-24.133400, -21.985210, 11.614000)
H (-23.346910, -23.015200, 10.549780)
H (-22.160190, -21.412410, 12.380730)

Cartesian forces (eV/Å) of the 6 atoms listed first:
0.17 3.20 0.25
-0.76 -1.26 0.54
-0.24 -0.31 -0.88
-2.20 -0.08 2.19
0.87 -1.55 -0.51
-0.41 0.77 -0.36

=====

| no. | total energy (Ha) |
| --- | --- |
| 1 | -3968.97885 |
| 2 | -7016.34471 |
| 3 | -2176.54046 |